No. 1
DFT (wB97M-V/def2-TZVPD) results for a 14-piece molecular cluster, C22H72N20O14 overall in a non-equilibrium geometry.

Geometry as XYZ:
```
128
Properties=species:S:1:pos:R:3:forces:R:3
C -2.3029 4.9725 5.2169 0.54 0.14 1.48
C -1.7120 3.5722 5.1688 -0.28 0.07 0.46
C -1.2369 3.2991 3.7669 0.60 -0.97 -0.08
O -0.6054 3.4382 6.0722 0.72 0.26 -0.32
H -1.5440 5.6889 4.8879 -0.17 -0.03 -0.36
H -2.4502 5.2220 6.2789 -0.35 0.03 -0.19
H -3.2435 5.1152 4.6985 0.00 -0.13 -0.23
H -2.3860 2.8204 5.5891 -0.60 0.10 -0.74
H -2.0210 3.2538 3.0127 -0.19 0.34 0.13
H -0.7220 2.3369 3.6880 0.02 0.03 0.19
H -0.4975 4.0621 3.5281 -0.11 0.08 -0.30
H -0.5668 4.1614 6.7047 -0.21 0.03 -0.09
C 0.0693 1.0876 0.7252 0.69 -1.01 -1.17
C -0.6201 -0.2676 1.0261 1.19 -0.38 -2.74
C -1.4811 -0.6600 -0.2096 -0.60 1.56 0.30
O 0.3437 -1.3650 1.0119 -0.08 0.68 1.70
H 0.7890 0.8622 -0.0802 0.06 0.03 0.26
H 0.6643 1.4966 1.5409 -0.35 0.19 0.12
H -0.5892 1.7963 0.2152 -0.23 0.18 0.75
H -1.0712 -0.1610 2.0172 -0.34 -0.78 -0.25
H -2.1290 0.1720 -0.5314 -0.49 -0.47 0.52
H -2.0138 -1.5942 -0.0576 -0.19 0.10 -0.05
H -0.8620 -0.7330 -1.1151 0.45 -0.33 0.49
H 0.6657 -1.5904 0.1193 -0.11 0.33 0.42
C -0.9492 4.3968 -4.0423 -0.41 1.29 -0.18
C 0.2024 4.3808 -5.0530 -1.35 -1.35 0.92
C 1.3300 3.4980 -4.5003 0.65 0.56 0.20
O -0.3661 3.7068 -6.2172 1.06 0.74 0.24
H -1.2903 3.3876 -3.8192 0.08 0.01 0.12
H -1.7913 4.9948 -4.4202 0.02 -0.48 -0.37
H -0.7196 4.9759 -3.1391 0.47 -0.55 0.09
H 0.4733 5.4197 -5.2825 0.30 -0.32 -0.12
H 1.0600 2.4448 -4.5739 0.05 0.05 -0.63
H 1.5679 3.5646 -3.4303 -0.39 0.72 -0.06
H 2.2725 3.7584 -4.9994 -0.12 -0.60 -0.17
H 0.3980 3.3650 -6.7118 -0.46 -0.01 -0.03
C 0.9208 -4.5926 4.8596 0.27 -0.55 0.79
C 1.0692 -3.3871 3.9556 1.02 -1.44 -0.31
C 2.5630 -3.1352 3.6955 -0.67 1.25 -0.41
O 0.4267 -3.7637 2.7228 0.02 0.93 0.47
H 1.5057 -5.4392 4.4840 -0.24 0.08 -0.36
H -0.1073 -4.9229 5.0110 -0.06 0.14 -0.21
H 1.3549 -4.4415 5.8561 -0.14 0.41 -0.11
H 0.6713 -2.4985 4.4687 -0.42 -0.03 -0.44
H 3.0099 -3.8335 3.0090 0.00 -0.83 0.02
H 3.1603 -3.0727 4.6027 -0.01 0.16 -0.03
H 2.6235 -2.1951 3.1295 0.30 0.03 0.35
H 0.4536 -3.0014 2.1133 -0.05 -0.09 0.10
C 4.2350 0.3496 4.1657 0.25 -1.22 -1.46
O 4.7197 -0.7350 4.4813 -0.64 1.40 0.46
N 5.0082 1.4944 3.9828 -0.87 0.07 0.08
N 2.9146 0.5123 3.6978 2.23 1.00 0.48
H 4.6119 2.3760 3.7089 -0.39 -0.09 0.08
H 5.9896 1.5346 4.1518 0.26 -0.67 0.20
H 2.1807 -0.1331 3.8602 -0.16 -0.52 0.07
H 2.8032 1.3421 3.1454 -0.84 0.18 0.14
C -5.4545 -0.0158 -0.1502 2.11 -0.63 -0.53
O -4.8006 -1.0472 -0.4382 -1.78 2.43 0.67
N -5.9599 0.2387 1.1339 -0.19 0.20 -1.27
N -5.5983 1.0761 -1.0575 -0.82 -2.42 3.06
H -6.6043 0.9817 1.3133 -0.08 0.32 -0.31
H -5.6697 -0.2053 1.9804 0.42 -0.81 -0.28
H -5.1112 1.0759 -1.9139 0.24 0.06 -0.70
H -6.0879 1.8363 -0.6411 0.11 0.79 -0.63
C 2.6456 -3.7076 -0.7025 0.19 0.13 0.31
O 2.2655 -2.5946 -0.3084 0.17 -1.04 -0.71
N 2.6522 -4.8304 0.1413 -0.02 1.69 -2.19
N 3.1311 -3.9294 -1.9785 -0.47 -0.01 1.70
H 2.5356 -4.5670 1.0971 0.04 -0.27 0.60
H 3.3431 -5.4913 -0.1594 0.06 -0.50 0.70
H 3.4052 -4.8598 -2.2029 0.00 -0.26 -0.52
H 3.0291 -3.2346 -2.6876 -0.01 0.20 -0.09
C -1.9104 -4.4845 -3.7111 -1.67 -1.41 -1.41
O -2.9162 -5.2511 -3.8316 2.51 2.24 0.75
N -1.4672 -3.7708 -4.8631 0.56 -1.08 2.79
N -1.1617 -4.4204 -2.5259 -1.56 -0.57 -0.49
H -2.1511 -3.5109 -5.5352 -0.31 -0.02 -0.30
H -0.6175 -3.2344 -4.7864 -0.31 0.38 -0.23
H -1.7151 -4.7855 -1.7080 0.75 0.31 -0.99
H -0.6059 -3.6161 -2.2983 0.06 0.26 -0.35
C -1.1039 -0.3474 -5.7943 0.34 0.04 0.90
O -0.1776 -1.1163 -5.4385 -1.57 1.51 -0.89
N -0.9455 0.6871 -6.7267 -0.42 -2.79 2.02
N -2.3944 -0.4477 -5.1763 2.20 0.05 -1.28
H -0.1035 0.6619 -7.2849 0.11 0.37 -0.05
H -1.7132 1.3002 -6.8494 -0.17 0.60 -0.46
H -2.4607 -0.9818 -4.3266 0.08 0.00 -0.10
H -3.0778 0.2468 -5.3794 -0.34 0.23 0.06
C -3.5580 -1.5731 4.5685 -2.03 -1.98 1.03
O -4.5044 -1.9934 5.3216 3.13 1.80 -2.60
N -2.8849 -0.3099 4.7944 -1.39 -1.36 -0.53
N -3.1344 -2.3087 3.4496 0.06 2.07 1.65
H -3.4569 0.1768 5.4773 0.48 -0.08 0.15
H -1.9118 -0.3796 5.0539 0.01 -0.08 -0.01
H -3.6259 -3.1262 3.1561 -0.27 -0.29 0.19
H -2.5888 -1.8280 2.7536 0.06 -0.11 0.00
C 4.4318 0.8740 -0.4088 0.00 -0.52 -1.89
O 4.8642 0.5795 -1.5680 -1.10 0.90 3.20
N 4.7072 2.1390 0.1894 -0.51 -2.75 -0.39
N 3.6140 0.0272 0.3351 1.25 1.28 -0.78
H 4.2818 2.2993 1.0934 0.04 0.56 -0.33
H 4.9509 2.8423 -0.4726 0.28 0.32 0.04
H 3.3567 -0.8943 0.0179 0.12 -0.05 -0.32
H 3.1756 0.3410 1.1779 0.02 0.07 0.26
C 2.5204 4.3193 1.8236 -0.35 0.50 -0.04
O 2.6925 3.1811 2.2532 0.11 0.47 -0.47
N 2.9023 4.7526 0.5371 -1.03 0.51 2.19
N 1.8577 5.2623 2.6221 0.82 -0.82 -0.94
H 3.3972 4.1670 -0.0964 0.19 -0.61 0.08
H 3.0676 5.7389 0.4674 0.00 0.13 -0.29
H 1.6696 6.2091 2.3688 0.05 0.17 -0.41
H 1.5860 4.9990 3.5513 0.18 -0.34 0.01
C 2.6952 1.3480 -7.0887 -0.42 -2.98 -1.97
O 1.6875 1.0371 -7.8015 2.35 1.90 2.18
N 2.9220 0.8042 -5.8057 -0.17 1.95 -2.76
N 3.8502 1.9896 -7.6887 -3.07 -0.66 2.53
H 2.2927 0.1772 -5.3402 -0.30 -0.11 -0.25
H 3.8517 0.9467 -5.4993 0.48 -0.14 0.97
H 3.7515 2.1900 -8.6610 0.23 -0.22 -0.32
H 4.6852 1.6570 -7.2642 0.86 0.16 -0.45
C -3.6760 -5.1285 0.2282 -1.48 0.14 0.48
O -2.5832 -5.2974 -0.2978 -0.71 0.32 0.61
N -4.1684 -6.0628 1.1428 1.00 0.53 -0.92
N -4.4722 -3.9860 0.0307 2.36 -0.93 -0.10
H -5.1085 -6.0703 1.4712 -0.38 0.12 -0.01
H -3.6707 -6.9378 1.1027 -0.15 0.02 0.11
H -5.4530 -3.8648 0.1455 -0.33 -0.35 0.25
H -3.9930 -3.2890 -0.5177 -0.39 0.10 -0.08
```
Positions in Å, forces in eV/Å.

Properties
F_max   4.45 eV Å⁻¹
Highest occupied orbital energy   -8.58 eV
Frontier orbital gap   0.3128 Ha
ΔE to the lowest compared entry with this formula, charge and spin   78.4 kcal per mole
Energy   -82456.7855 eV

Atom charges from the Löwdin analysis, given in e for atoms 1 to 5: atom 1 (C): -0.0591, atom 2 (C): -0.4960, atom 3 (C): -0.0587, atom 4 (O): -0.0564, atom 5 (H): 0.0807

=====

No. 2
DFT (wB97M-V/def2-TZVPD) results for a 24-piece molecular cluster, C22H74Cl2N3O25PS overall in a non-equilibrium geometry.

Geometry as XYZ:
```
128
Properties=species:S:1:pos:R:3:forces:R:3
C 0.6504 4.5061 -4.0404 0.82 -1.96 2.32
C 0.8347 3.6164 -3.1743 -0.57 0.75 -1.34
C 1.0132 2.4567 -2.1675 -0.31 -1.23 0.57
C 2.0073 2.6571 -0.9895 -1.51 -2.53 0.08
C 2.7483 4.0320 -0.8392 1.70 -1.13 -0.47
Cl 1.8068 5.4470 -0.1571 0.80 -1.73 -0.73
C 4.0869 4.2569 -1.1696 -2.28 0.75 0.80
C 4.6929 5.7075 -0.9597 0.35 -0.18 -0.36
Cl 5.0905 2.9000 -1.8697 -1.08 1.89 0.68
C 2.1582 1.4958 -0.0511 -0.85 2.05 -1.21
O 3.0661 1.6445 1.0320 -0.77 -1.09 -2.73
C 4.2003 0.7867 0.6286 1.13 -0.50 0.47
C 5.6168 1.3334 1.1079 0.20 -1.44 -0.09
C 6.1205 0.3231 2.2620 -0.62 1.31 -0.61
C 5.2523 0.6502 3.5584 0.60 -0.64 -0.55
C 1.3785 0.1719 -0.2049 -0.14 0.74 -0.48
N 1.6024 -0.8105 0.7792 -2.72 -1.44 -2.21
C 0.8417 -1.9597 0.6029 0.00 2.63 -1.18
P 1.0762 -3.2879 1.9397 0.83 0.02 -0.05
S 1.6521 -5.0124 1.2458 -0.14 -0.26 -0.15
C -0.1184 -2.1338 -0.5853 -0.47 -0.66 -0.49
C -0.9422 -3.5237 -0.6653 -0.58 0.94 -0.33
C -2.0363 -3.6729 0.5260 -0.41 0.42 -1.83
C -2.7629 -2.2726 0.6979 -0.53 0.14 0.71
N -2.1729 -1.4009 1.7781 0.34 -0.26 -0.89
N -0.3749 -1.1940 -1.6013 3.40 -0.47 4.76
C 0.4033 -0.0322 -1.3373 0.47 2.43 -1.12
C 0.2416 1.1645 -2.3278 1.53 1.59 0.88
O -0.6304 1.0866 -3.4266 0.89 0.32 1.85
C -2.0245 1.0468 -3.0198 -2.35 -1.28 0.22
C -3.0280 1.5507 -4.1668 0.14 -0.30 0.48
H 0.5770 5.3657 -4.7656 0.02 -1.64 1.23
H 5.6955 5.8410 -1.4707 -1.21 -0.41 0.59
H 4.8228 5.9599 0.1418 -0.20 -0.59 -1.32
H 3.9871 6.4974 -1.3825 0.85 -1.26 0.46
H 4.0394 -0.2361 1.1032 0.13 1.30 -0.68
H 4.1963 0.6513 -0.4892 -0.10 0.24 1.31
H 5.6201 2.4159 1.4307 -0.26 -1.21 -0.22
H 6.3438 1.2518 0.2361 -0.95 0.14 0.93
H 5.9362 -0.7388 1.9009 0.39 1.37 0.53
H 7.2343 0.4777 2.3902 -1.28 -0.26 0.20
H 4.2056 0.2280 3.4043 1.29 0.52 0.42
H 5.1618 1.7730 3.6620 0.18 -1.29 0.16
H 5.7591 0.1707 4.4570 -0.95 0.73 -0.96
H -0.0755 -3.3774 2.8081 0.63 0.42 -0.58
H 2.1360 -2.8245 2.8034 -0.98 0.46 -0.60
H -0.2657 -4.4219 -0.7661 -0.52 1.14 0.43
H -1.5695 -3.4962 -1.6224 1.07 0.21 1.37
H -1.6104 -4.1071 1.4781 -0.53 0.60 -0.93
H -2.8153 -4.4093 0.1118 1.41 1.07 0.87
H -3.8642 -2.4045 0.9848 1.33 -0.12 -0.48
H -2.7856 -1.6543 -0.2614 0.05 -1.12 1.13
H -1.5691 -0.7107 1.3187 -0.25 -0.25 0.48
H -1.5758 -1.9498 2.4040 -0.35 0.25 -0.32
H -2.3109 -0.0448 -2.8116 0.62 1.57 -0.26
H -2.2282 1.5974 -2.0394 0.65 -0.39 -1.38
H -3.8403 0.7536 -4.2665 1.01 1.18 0.22
H -2.5288 1.6091 -5.1803 -0.62 0.16 1.34
H -3.5113 2.5403 -3.8688 0.72 -1.33 -0.62
O -3.3469 -6.4000 0.3427 0.03 -0.54 0.04
H -2.6972 -6.8855 -0.1800 -0.13 0.02 -0.03
H -3.0761 -6.5555 1.2561 -0.07 0.11 -0.04
O -4.1318 -4.9430 2.8901 -0.07 0.15 0.09
H -4.8900 -5.2463 2.3738 0.07 -0.09 0.05
H -4.1008 -3.9912 2.7235 0.02 -0.05 -0.04
O -0.5034 7.4806 -3.7675 0.15 0.22 0.15
H -0.6560 8.3635 -3.4004 -0.18 -0.02 0.06
H 0.1577 7.0928 -3.1792 -0.11 -0.15 -0.07
O -3.2431 6.6155 -3.4825 -0.05 -0.09 0.08
H -3.3652 6.0551 -4.2585 -0.06 0.07 0.06
H -2.3111 6.8825 -3.5301 0.07 -0.10 0.00
O 5.4356 -0.6703 -2.0445 0.06 0.12 -0.12
H 4.6807 -0.9678 -2.5665 0.12 -0.07 0.03
H 5.4566 0.2844 -2.1845 -0.02 -0.08 -0.02
O 1.5609 -1.3461 4.8420 -0.27 -0.04 -0.11
H 0.8628 -1.4405 5.5011 0.12 -0.02 0.01
H 1.1120 -0.9581 4.0808 0.14 0.15 0.09
O 7.1961 -2.3488 3.2360 0.28 -0.24 0.28
H 7.5172 -2.6524 4.0936 0.03 0.10 -0.07
H 6.9966 -3.1663 2.7568 -0.01 0.06 -0.16
O -4.2451 -1.3260 -2.1991 -0.20 -0.17 0.07
H -5.1184 -1.1917 -1.8068 -0.07 0.08 0.00
H -4.2503 -2.2523 -2.4689 0.18 0.11 -0.09
O 8.6911 -1.1691 -2.3433 -0.06 0.27 0.19
H 9.0814 -0.3091 -2.1498 0.04 -0.11 -0.09
H 7.7494 -1.0460 -2.1656 -0.10 -0.15 -0.07
O -2.6686 8.9380 -5.9519 0.16 0.12 0.12
H -2.8209 9.8169 -5.5872 -0.03 -0.10 -0.05
H -2.0083 8.5518 -5.3629 -0.10 -0.05 -0.11
O 5.3342 -3.9104 1.9871 -0.38 -0.02 0.07
H 4.5788 -4.3846 1.6126 0.11 -0.05 -0.05
H 4.9539 -3.4032 2.7147 0.04 0.03 -0.05
O 9.6774 -1.5987 1.3783 -0.12 0.18 0.01
H 8.9577 -1.6898 2.0171 -0.07 -0.08 0.04
H 9.2645 -1.1707 0.6193 0.07 -0.17 -0.02
O -5.2205 4.1909 -2.9366 -0.10 0.23 0.04
H -4.8070 5.0455 -2.7534 0.11 -0.08 0.02
H -6.1552 4.3400 -2.7551 0.09 -0.07 -0.03
O -7.2648 -0.9403 -1.4691 -0.18 0.03 -0.06
H -7.9801 -1.0460 -0.8318 0.15 -0.02 0.01
H -7.6878 -0.5259 -2.2305 0.14 -0.02 0.02
O -4.6599 -5.2568 5.8459 0.06 0.08 0.10
H -4.5198 -5.3255 4.8910 0.06 0.14 -0.08
H -5.3449 -4.5847 5.9320 0.02 -0.12 -0.11
O -5.7462 -8.3754 4.8811 0.01 0.06 -0.11
H -5.3529 -7.5112 5.0591 -0.13 -0.04 0.16
H -6.6846 -8.2418 5.0500 0.13 0.02 0.04
O -1.1334 1.4182 -6.9814 0.24 -0.19 0.04
H -0.4816 0.9250 -7.4927 -0.09 0.09 -0.02
H -0.8862 1.2491 -6.0626 0.07 0.09 -0.04
O -1.7370 -2.9619 -3.7034 0.17 -0.07 -0.40
H -1.6269 -3.1918 -4.6336 -0.12 -0.01 0.08
H -0.9354 -2.4673 -3.4849 -0.21 0.18 0.16
O -4.4799 -4.5998 8.6713 0.08 0.18 -0.10
H -4.3540 -4.8358 7.7414 0.13 -0.20 0.09
H -3.6873 -4.1000 8.8954 -0.10 -0.06 0.04
O -7.1996 -5.5332 4.5641 -0.33 0.01 -0.05
H -7.9570 -5.9837 4.1713 0.09 0.07 -0.04
H -7.5806 -5.0333 5.2962 0.01 -0.09 -0.04
O -1.2352 -5.1027 4.1605 0.09 0.08 -0.21
H -1.0158 -5.9287 3.7126 0.08 0.08 0.08
H -2.1270 -4.9010 3.8587 -0.16 -0.14 0.05
O -3.3074 7.2656 -0.2701 0.14 0.15 -0.09
H -3.1971 7.0379 -1.2021 -0.10 -0.10 -0.07
H -2.5032 7.7496 -0.0514 -0.08 -0.06 0.01
O -2.0165 9.6263 -2.3835 0.13 0.33 0.02
H -1.6072 10.4798 -2.1958 -0.02 -0.08 0.01
H -2.9543 9.7707 -2.2052 0.02 -0.26 -0.06
```
Positions in Å, forces in eV/Å.

Properties
F_max   5.87 eV Å⁻¹
Highest occupied orbital energy   -8.62 eV
Frontier orbital gap   0.2628 Ha
Energy   -124833.7864 eV

Atom charges from the Löwdin analysis, given in e for atoms 1 to 5: atom 1 (C): 0.1144, atom 2 (C): -0.0543, atom 3 (C): -0.0392, atom 4 (C): -0.0880, atom 5 (C): -0.5563